# C5H6N2

One molecule with the formula C5H6N2 in a non-equilibrium geometry (ωB97M-V with the def2-TZVPD basis set, OMol25).

```
13
Properties=species:S:1:pos:R:3:forces:R:3
C 0.94517 0.36929 -0.77046 3.670 2.499 -0.244
C -0.24470 -0.24255 -1.31049 1.964 1.016 -2.420
C -1.29572 -0.44629 -0.60503 -2.922 -0.116 4.311
C -1.48880 -0.41145 0.91314 0.539 -0.682 -1.188
C -1.57178 -0.63346 2.10292 -0.214 -0.369 -0.563
H 0.45327 -0.24609 1.11736 0.651 0.311 -0.040
H 2.05051 0.42831 1.16087 -1.819 0.025 -1.816
H 2.49016 1.58173 -1.20507 -1.954 -1.172 -0.804
H -0.23252 -0.22685 -2.43530 -0.301 -0.229 1.392
H -2.23221 -0.57652 -1.05026 -1.208 -0.626 -0.866
H -1.65010 -1.00649 3.12178 -0.007 0.614 -0.716
N 1.12409 0.34879 0.63426 1.196 -0.404 -0.151
N 1.65263 1.06158 -1.67372 0.404 -0.866 3.107
```
Forces are in eV/Å.

Properties
HOMO level, hartree: -0.330
Total charge: 0
E_LUMO, eV: 0.39
Spin multiplicity: 1
SMILES: [H]/N=C(N)/C=C\C#C
Relative energy (zero: lowest compared OMol25 entry of this formula, charge and spin), kJ/mol: 324.5
Calculated total energy, Ha: -303.51247

Atomic partial charges in e from the Mulliken method, atoms 1 to 8:
1. C 0.4950
2. C -0.1523
3. C -0.4237
4. C -0.4860
5. C 0.0230
6. H 0.0917
7. H 0.2421
8. H 0.2132

# C22H18BrF5N5O2PdSSb

C22H18BrF5N5O2PdSSb as an isolated structure (ωB97M-V with the def2-TZVPD basis set, OMol25).

```
56
Properties=species:S:1:pos:R:3:forces:R:3
Pd -0.18306 -0.09538 0.07003 -0.167 0.257 -0.361
F 3.05262 -0.00396 6.15793 -0.012 0.000 -0.019
C 2.87983 -0.04422 4.86760 -0.008 0.001 0.081
C 1.58184 -0.21031 4.35509 0.041 -0.002 0.190
F 0.55988 -0.32550 5.17921 0.049 0.005 -0.008
C 1.41084 -0.25181 3.00487 0.114 -0.006 -0.125
F 0.16681 -0.41741 2.53142 -0.085 0.019 0.026
C 2.48989 -0.13340 2.09580 0.019 0.004 -0.045
S 2.31406 -0.16443 0.41404 0.049 -0.023 -0.011
C 3.78574 0.03012 2.65660 -0.085 -0.009 -0.026
F 4.82308 0.14371 1.86224 -0.019 -0.002 -0.057
C 3.97749 0.07600 4.01727 0.088 0.010 0.136
F 5.18002 0.23176 4.52554 -0.039 -0.008 -0.011
N 0.01694 0.49922 -4.23476 -0.014 0.080 -0.097
C -0.02343 -0.39649 -3.25361 0.024 0.007 -0.007
N 0.02454 0.24926 -2.10268 -0.028 0.139 0.283
C 0.08547 1.56869 -2.46215 0.016 0.042 0.017
N 0.08255 1.75542 -3.75428 0.011 -0.219 -0.043
C 0.12710 2.63263 -1.45832 0.028 -0.027 -0.038
C 0.06097 3.98298 -1.77522 0.014 0.171 0.066
N 0.06989 4.91169 -0.82701 0.011 -0.098 0.009
C 0.14243 4.50135 0.43558 -0.001 0.059 -0.135
C 0.20700 3.15353 0.76182 0.069 -0.043 -0.037
N 0.20542 2.23081 -0.19263 -0.059 -0.127 0.214
H 0.00592 0.34392 -5.23257 -0.007 -0.009 -0.013
H -0.08283 -1.46254 -3.40326 -0.008 0.046 -0.008
H -0.00459 4.30569 -2.80732 -0.002 0.012 0.017
H 0.14513 5.26032 1.20794 0.002 -0.004 -0.011
H 0.25811 2.81732 1.78938 -0.036 0.004 0.002
Br -8.75751 0.89037 1.32660 -0.004 -0.002 0.000
C -6.92225 0.65277 1.02846 -0.146 0.015 0.026
C -6.50520 -0.18946 0.00484 0.094 -0.063 -0.079
C -5.15241 -0.36439 -0.21298 -0.089 -0.067 -0.035
C -4.22946 0.30698 0.58823 0.029 0.032 -0.021
C -4.66010 1.15386 1.60942 -0.044 0.074 0.057
C -6.01230 1.32451 1.83519 0.131 0.036 0.042
C -2.80948 0.12920 0.34951 0.014 -0.004 0.040
O -1.92638 0.84884 0.95009 0.028 -0.281 -0.176
O -2.33671 -0.73752 -0.45045 0.046 0.033 0.114
H -7.23574 -0.69595 -0.61008 0.012 0.007 0.009
H -4.80847 -1.01343 -1.00872 -0.014 0.020 0.025
H -3.93650 1.67205 2.22621 -0.027 -0.012 -0.017
H -6.36471 1.97176 2.62615 0.009 -0.012 -0.019
C 1.63726 -3.78027 -0.77070 -0.080 0.050 0.029
Sb -0.11366 -2.87471 0.02265 0.013 -0.228 0.054
C -0.20796 -3.73646 1.96084 -0.010 0.080 -0.104
C -1.68591 -3.84681 -1.01309 0.069 0.095 0.058
H 1.50650 -4.85978 -0.69126 0.045 0.027 -0.025
H 2.50644 -3.47011 -0.19377 -0.003 -0.020 -0.018
H 1.77354 -3.50225 -1.81395 0.013 -0.020 0.016
H -0.25262 -4.81687 1.82615 0.000 0.010 0.051
H -1.09674 -3.38746 2.48106 0.007 -0.012 0.015
H 0.68481 -3.47263 2.52402 -0.007 -0.015 0.014
H -1.53661 -4.91928 -0.88957 -0.032 0.017 -0.030
H -1.66018 -3.58406 -2.06801 -0.020 -0.021 0.004
H -2.63419 -3.53772 -0.58112 0.002 -0.020 -0.019
```
Forces are in eV/Å.

Properties
HOMO level (spin up / spin down), hartree: -0.502 / -0.502
Total charge: +2
E_LUMO (spin up / spin down), eV: -5.75 / -9.13
Spin multiplicity: 5
<S²>: 6.040
Relative energy (zero: lowest compared OMol25 entry of this formula, charge and spin), kJ/mol: 0.0
Calculated total energy, Ha: -5112.39864

Atomic partial charges in e from the Mulliken method, atoms 1 to 8:
1. Pd 0.1368
2. F -0.2200
3. C 0.6147
4. C -0.0676
5. F -0.2588
6. C -0.3215
7. F -0.2172
8. C 0.8778

# C15H36BBrClCsILi2N3O7P

C15H36BBrClCsILi2N3O7P as an isolated structure in a non-equilibrium geometry (ωB97M-V with the def2-TZVPD basis set, OMol25).

```
69
Properties=species:S:1:pos:R:3:forces:R:3
C -3.46082 1.92440 2.84966 1.342 3.201 -2.838
C -2.03552 1.63046 2.35016 0.066 0.469 0.888
O -1.87650 1.80688 0.89532 0.994 -0.284 -1.050
P -2.58510 0.57702 0.06710 -2.977 -1.047 -0.122
C -1.29588 -0.30595 -0.85879 1.116 0.737 0.598
C -0.80392 0.45926 -2.11681 0.537 -0.469 0.544
C -0.98541 -0.38352 -3.36482 0.222 0.305 -0.274
I -2.96099 -0.26227 -4.16672 1.241 0.388 0.357
O -3.25372 -0.67058 1.03336 1.192 1.403 -0.252
N -3.70034 -1.74050 0.14000 0.816 -1.234 -0.946
O -4.56434 -2.43946 0.69508 -0.916 0.703 -0.242
B -4.02266 1.32185 -0.84878 -0.124 0.192 -0.277
N -4.30373 2.72971 -0.85816 0.395 -0.444 -0.507
O -4.96701 0.46321 -1.54678 -0.363 -0.520 1.256
H -4.23939 1.15594 2.56859 2.898 5.858 -4.537
H -3.41211 1.91630 3.95364 0.863 1.668 -0.956
H -3.82930 2.89516 2.49936 0.467 0.117 0.068
H -1.34648 2.34168 2.86968 0.001 -0.078 0.255
H -1.65499 0.62455 2.57733 -0.331 0.169 0.167
H -1.61357 -1.31319 -1.12251 -0.425 0.070 0.204
H -0.43237 -0.44579 -0.19214 -0.067 -0.266 0.034
H -1.25369 1.45508 -2.22266 -0.192 -0.069 -0.110
H 0.28376 0.59280 -2.01663 -0.011 0.104 -0.001
H -0.81007 -1.43742 -3.15902 -0.049 0.008 0.100
H -0.27413 -0.10199 -4.13762 -0.240 0.160 -0.161
H -3.51260 3.35506 -0.86131 -0.200 0.262 0.300
H -4.98892 3.00584 -1.54832 0.004 0.148 0.042
H -5.65518 0.29519 -0.88403 -0.335 0.491 -0.210
Br -5.34968 -1.88022 -5.18225 -1.040 -1.042 0.250
C 1.37329 2.36365 5.53555 0.131 0.185 0.158
C 0.31654 3.38427 5.09030 0.504 -0.116 0.373
O -0.73350 2.80505 4.43599 -0.345 -0.008 -0.651
H 1.79629 1.83593 4.68167 -0.065 -0.069 -0.020
H 2.19986 2.85782 6.06095 -0.011 -0.004 0.006
H 0.94087 1.62840 6.21773 -0.056 -0.035 -0.068
H 0.87300 4.15245 4.50411 -0.186 -0.052 -0.214
H 0.04189 3.93883 6.01259 -0.304 -0.053 -0.068
Li -0.06405 2.47980 -0.02715 -0.513 -0.176 0.620
Cl -5.04160 -3.10951 -3.39116 -0.181 0.288 -0.679
Li -4.92168 -1.56231 -1.51625 0.639 0.042 0.282
Cs -4.47876 0.08970 3.84569 -4.372 -11.069 7.780
C 4.86674 0.72385 4.22624 -0.026 0.057 0.106
O 3.65382 0.10570 3.82518 0.137 -0.058 -0.112
C 3.06834 0.69087 2.68640 -0.228 -0.207 0.114
C 3.34675 -0.12713 1.44168 0.141 0.199 -0.152
O 4.71775 -0.12767 1.10837 -0.004 -0.034 0.040
C 5.39948 -1.30554 1.51479 0.037 -0.029 -0.060
H 5.35594 0.05592 4.93225 -0.047 -0.012 0.021
H 5.53458 0.89404 3.37880 -0.016 -0.002 -0.013
H 4.65897 1.67472 4.72632 0.029 0.022 -0.028
H 3.41055 1.72376 2.55634 0.032 -0.014 -0.040
H 1.98422 0.71423 2.85836 -0.009 0.054 -0.043
H 2.81234 0.32847 0.59178 -0.047 -0.031 0.014
H 2.97450 -1.14989 1.56254 -0.019 0.011 0.050
H 5.16254 -2.13552 0.84137 -0.013 -0.031 0.041
H 5.14651 -1.58422 2.53920 -0.017 0.011 -0.001
H 6.46661 -1.10152 1.45786 -0.007 0.028 -0.042
C 1.77807 -1.80798 -6.04665 0.040 0.051 0.038
C 2.06029 -3.27581 -6.33941 0.035 0.188 -0.014
C 0.98020 -4.20595 -5.77462 0.220 0.055 -0.013
C 0.89046 -4.07219 -4.31851 -0.149 -0.140 0.160
N 0.82711 -3.96706 -3.17535 -0.038 0.160 -0.163
H 1.76085 -1.62250 -4.97014 -0.027 -0.021 0.003
H 2.55449 -1.17288 -6.47187 -0.020 0.002 -0.033
H 0.81847 -1.49576 -6.46589 0.000 -0.010 -0.010
H 3.02781 -3.54947 -5.91588 -0.010 -0.058 -0.013
H 2.13070 -3.42629 -7.41711 -0.052 -0.091 0.009
H 1.20977 -5.24564 -6.00928 -0.057 -0.019 0.024
H 0.00461 -3.97215 -6.20471 -0.012 -0.013 0.017
```
Forces are in eV/Å.

Properties
HOMO level, hartree: -0.286
Total charge: +1
E_LUMO, eV: -4.79
Spin multiplicity: 1
Calculated total energy, Ha: -5016.80502

Atomic partial charges in e from the Mulliken method, atoms 1 to 8:
1. C -1.9376
2. C -0.4929
3. O -0.3286
4. P 0.8342
5. C -0.7612
6. C -0.6674
7. C -1.2156
8. I 0.0572

# C19H37Cl3O18

A 7-piece molecular cluster, C19H37Cl3O18 overall in a non-equilibrium geometry (ωB97M-V with the def2-TZVPD basis set, OMol25).

```
77
Properties=species:S:1:pos:R:3:forces:R:3
C -1.18943 3.20118 5.61977 1.066 0.094 -0.929
O -1.82412 2.38993 6.58595 -0.620 0.183 0.215
C -1.98654 1.10942 6.30139 0.414 -0.701 -0.876
O -1.52478 0.51427 5.34740 -0.110 0.329 0.186
O -2.73613 0.55630 7.22799 0.241 0.070 0.893
C -3.07318 -0.82046 7.09983 -1.210 -0.180 -1.106
H -1.13607 2.74512 4.63224 -0.251 -0.310 0.120
H -0.15331 3.34869 5.92170 -0.046 0.254 0.132
H -1.69636 4.15107 5.47894 -0.201 -0.021 0.547
H -3.55267 -1.10257 8.02953 0.256 -0.055 0.118
H -2.30850 -1.51844 6.76706 0.601 0.448 0.452
H -3.82329 -0.87899 6.30261 -0.097 -0.078 0.165
C 7.04515 -0.47736 0.25734 -0.048 0.914 -0.648
O 6.19272 -1.35199 0.96587 0.046 -0.414 0.280
C 5.38251 -0.83188 1.90203 0.125 -0.159 -0.640
O 5.41642 0.27512 2.36042 0.192 0.118 0.023
O 4.50330 -1.78795 2.18301 -0.080 -0.140 0.409
C 3.62074 -1.59218 3.29895 0.470 -0.015 0.125
H 6.43651 0.34198 -0.13334 0.252 0.172 0.143
H 7.46001 -0.98894 -0.60916 -0.231 -0.430 0.187
H 7.89094 -0.08959 0.82557 -0.269 -0.031 0.372
H 3.75814 -2.46228 3.93722 -0.383 -0.167 -0.129
H 2.61965 -1.48846 2.89601 -0.087 -0.154 0.297
H 3.88184 -0.72743 3.90633 0.064 0.216 -0.353
C -2.82139 -1.74059 -5.42191 -1.042 0.418 -0.011
O -1.83243 -1.56201 -4.42366 0.633 -0.706 -0.544
C -2.00677 -0.56366 -3.56934 0.766 -0.321 -0.076
O -2.89218 0.22635 -3.56464 -1.055 0.730 0.124
O -0.96807 -0.58763 -2.74190 0.945 -0.820 0.506
C -1.10500 0.09182 -1.50110 -0.852 0.875 -0.395
H -2.47194 -2.31216 -6.27666 0.632 -0.030 0.293
H -3.17019 -0.76906 -5.77320 -0.083 -0.065 0.025
H -3.65784 -2.28598 -4.98161 -0.100 0.102 -0.057
H -1.89315 -0.36002 -0.89552 0.183 -0.020 -0.197
H -1.38124 1.11733 -1.74728 -0.166 0.011 0.463
H -0.17333 0.10320 -0.94548 0.172 -0.333 -0.350
C 3.90643 5.85923 -1.54515 0.644 0.544 1.309
O 3.05542 5.00000 -2.26661 0.782 0.137 -0.871
C 1.88642 4.70327 -1.75099 -0.768 -0.203 0.549
O 1.43672 5.11604 -0.71166 0.049 0.000 0.043
O 1.27983 3.84658 -2.57044 0.153 -0.031 -0.322
C 0.07461 3.26554 -2.07153 -0.132 0.641 0.189
H 4.37786 5.35852 -0.69556 -0.133 -0.393 -0.125
H 3.41158 6.71436 -1.08535 -0.400 0.000 -0.399
H 4.71766 6.20980 -2.17477 -0.258 -0.140 -0.432
H -0.27573 2.57763 -2.83288 0.248 -0.199 0.087
H -0.69454 4.02840 -1.93488 0.085 0.050 0.046
H 0.28771 2.81960 -1.10173 -0.192 -0.306 -0.142
C 1.99844 -2.85700 -0.37628 -1.359 -0.242 0.302
O 3.08792 -2.67497 -1.25998 0.427 0.436 0.712
C 3.50771 -3.74135 -1.91533 -0.305 -0.285 -0.507
O 2.95119 -4.80353 -1.96478 0.020 -0.398 0.231
O 4.61578 -3.42306 -2.58016 -0.159 0.075 -0.109
C 5.26049 -4.50716 -3.23075 0.770 -0.944 0.275
H 1.12404 -2.38363 -0.82338 -0.010 0.078 0.041
H 2.15570 -2.43793 0.61577 0.647 0.417 -0.281
H 1.72858 -3.89355 -0.17745 0.351 -0.163 -0.484
H 5.89795 -5.01961 -2.50199 0.280 0.345 -0.073
H 5.85028 -4.09402 -4.04130 0.024 0.057 0.036
H 4.64060 -5.33111 -3.58433 -0.642 0.622 -0.164
C -7.95049 -1.09752 -3.66773 -0.565 0.885 -1.438
O -7.38930 -1.43198 -2.42487 -0.686 -0.789 0.220
C -6.45087 -0.63712 -1.94917 1.403 0.539 -0.261
O -5.93189 0.28959 -2.51004 -0.339 0.431 -0.278
O -6.07413 -1.07030 -0.76195 -0.213 -0.838 0.704
C -5.05813 -0.32735 -0.05993 -1.074 0.490 -0.901
H -7.80610 -0.04346 -3.90771 0.113 -0.003 0.226
H -9.02356 -1.28173 -3.69460 0.020 -0.167 0.611
H -7.55556 -1.64813 -4.52364 0.490 -0.297 0.403
H -5.06315 -0.81023 0.90947 0.501 0.199 0.095
H -5.39246 0.71118 -0.03445 0.091 0.002 0.441
H -4.12726 -0.30521 -0.62082 0.151 -0.436 0.156
C -0.68967 0.67211 2.25550 0.779 0.389 -0.523
Cl -0.54058 2.34362 1.66823 -0.158 0.030 0.230
Cl 0.73169 -0.21614 1.63159 -0.326 -0.091 0.135
Cl -2.18838 -0.02649 1.67224 0.008 -0.100 0.532
H -0.60283 0.67494 3.33701 -0.447 -0.126 -0.027
```
Forces are in eV/Å.

Properties
HOMO level, hartree: -0.391
Total charge: 0
E_LUMO, eV: 0.42
Spin multiplicity: 1
SMILES: COC(=O)OC.COC(=O)OC.COC(=O)OC.COC(=O)OC.COC(=O)OC.COC(=O)OC.ClC(Cl)Cl
Relative energy (zero: lowest compared OMol25 entry of this formula, charge and spin), kJ/mol: 130.0
Calculated total energy, Ha: -3481.04931

Atomic partial charges in e from the Mulliken method, atoms 1 to 8:
1. C -0.3354
2. O -0.3240
3. C 0.8602
4. O -0.6044
5. O -0.3454
6. C -0.6618
7. H -0.0047
8. H 0.2792